# 1
Molecular formula: C26H34NO6PS
Method: DFT, ωB97M-V/def2-TZVPD

Cartesian coordinates (Å):
C -0.4887 3.8274 -5.2631
C 0.1500 3.4107 -3.9431
C -0.8608 3.2652 -2.8065
C -1.8212 2.0948 -3.0070
C -2.7079 1.8752 -1.7888
O -1.9276 1.4885 -0.6529
P -1.7082 -0.0589 -0.3708
O -1.7804 -0.9718 -1.5153
O -2.8037 -0.3539 0.7503
C -3.2300 -1.6907 1.0176
C -2.6583 -2.1984 2.3357
C -2.9763 -3.6739 2.5634
C -2.2999 -4.1933 3.8304
C -2.5742 -5.6758 4.0502
C -0.0362 -0.0492 0.4791
N 0.1285 -1.4509 0.8021
S 1.2898 -1.8670 1.9418
O 1.5332 -3.2619 1.7277
O 0.8079 -1.4428 3.2208
C 2.7296 -0.9018 1.5090
C 3.4448 -1.2424 0.3783
C 4.5158 -0.4514 -0.0017
C 4.8529 0.6621 0.7525
C 4.1402 0.9794 1.8979
C 3.0685 0.1898 2.2818
C -0.2064 0.7602 1.7008
C 0.3591 1.9562 1.8719
C 1.2957 2.5423 0.9140
O 1.8488 3.6105 1.1113
C 1.5581 1.7372 -0.2982
C 2.4590 2.2311 -1.2426
C 2.7482 1.5151 -2.3834
C 2.1261 0.2933 -2.5983
C 1.2344 -0.2083 -1.6693
C 0.9469 0.4975 -0.5044
H -1.1612 3.0575 -5.6315
H 0.2778 3.9954 -6.0161
H -1.0530 4.7489 -5.1388
H 0.6775 2.4639 -4.0753
H 0.8881 4.1617 -3.6537
H -1.4349 4.1899 -2.7131
H -0.3213 3.1123 -1.8698
H -2.4670 2.2747 -3.8673
H -1.2553 1.1778 -3.1822
H -3.2132 2.8000 -1.4982
H -3.4532 1.1036 -2.0000
H -2.9251 -2.3344 0.1868
H -4.3232 -1.6583 1.0571
H -3.0628 -1.5996 3.1542
H -1.5748 -2.0702 2.3281
H -4.0576 -3.8148 2.6372
H -2.6223 -4.2524 1.7075
H -2.6601 -3.6250 4.6905
H -1.2239 -4.0266 3.7496
H -2.0883 -6.0230 4.9586
H -3.6432 -5.8591 4.1405
H -2.1958 -6.2602 3.2148
H 0.1504 -2.0571 -0.0056
H 3.1624 -2.1212 -0.1799
H 5.0832 -0.7002 -0.8853
H 5.6816 1.2833 0.4484
H 4.4109 1.8429 2.4849
H 2.4892 0.4002 3.1664
H -0.8480 0.3297 2.4547
H 0.1712 2.5386 2.7623
H 2.9125 3.1917 -1.0493
H 3.4454 1.9047 -3.1095
H 2.3334 -0.2691 -3.4966
H 0.7427 -1.1499 -1.8603

Values from the calculation:
2S+1: 1
Structure (SMILES): CCCCCOP(=O)(OCCCCC)[C@]1(NS(=O)(=O)c2ccccc2)C=CC(=O)c2ccccc21
Energy relative to the best compared isomer or geometry (same formula, charge and spin) in kJ/mol: 0.0


# 2
Molecular formula: C26H34O2PdS2Si2
Method: DFT, ωB97M-V/def2-TZVPD

Cartesian coordinates (Å):
Pd 0.2834 -0.7988 0.0273
C 3.4079 -2.8897 -1.0778
Si 2.5901 -1.2781 -0.3750
C 3.6184 0.1754 -1.1919
C 3.1054 -1.2904 1.5112
C 4.4690 -1.3197 1.7803
C 4.9543 -1.4104 3.0706
C 4.0630 -1.4789 4.1269
C 2.7033 -1.4376 3.8762
C 2.2015 -1.3398 2.5818
Si 0.2516 -1.3086 2.3812
C -0.4305 0.0702 3.5790
C -0.3345 -3.0355 3.0702
H 4.4137 -2.9765 -0.6780
H 3.4750 -2.8652 -2.1603
H 2.8578 -3.7794 -0.7917
H 4.6821 0.0084 -1.0523
H 3.3648 1.1322 -0.7445
H 3.4294 0.2405 -2.2595
H 5.1724 -1.2810 0.9612
H 6.0201 -1.4414 3.2504
H 4.4278 -1.5684 5.1425
H 2.0181 -1.4986 4.7116
H -0.0668 -0.0794 4.5904
H -1.5162 0.0651 3.6059
H -0.1176 1.0563 3.2489
H -0.0984 -3.1134 4.1267
H 0.1651 -3.8495 2.5551
H -1.4043 -3.1755 2.9507
O -1.4982 -2.1401 -1.0573
S -2.3475 -1.1156 -0.3961
C -2.5006 0.3289 -1.5716
C -1.7926 0.0506 -2.8790
C -0.2757 0.2014 -2.7630
C 0.1541 1.5919 -2.3221
S 0.6729 1.6933 -0.5215
O -0.5387 1.5402 0.3202
C 0.8453 3.5058 -0.6503
C 1.8034 4.0599 -1.4861
C 1.8950 5.4356 -1.5990
C 1.0573 6.2532 -0.8531
C 0.1334 5.6921 0.0155
C 0.0260 4.3158 0.1178
C -4.0527 -1.6431 -0.7260
C -5.0785 -0.8281 -0.2664
C -6.3910 -1.2022 -0.4865
C -6.6666 -2.3958 -1.1393
C -5.6355 -3.2097 -1.5795
C -4.3199 -2.8324 -1.3739
H -2.0647 1.1654 -1.0282
H -3.5572 0.5264 -1.7225
H -2.1767 0.7298 -3.6472
H -2.0265 -0.9702 -3.1986
H 0.1774 -0.0456 -3.7252
H 0.1054 -0.5507 -2.0250
H -0.6271 2.3312 -2.4794
H 1.0495 1.9037 -2.8520
H 2.4614 3.4148 -2.0519
H 2.6157 5.8684 -2.2776
H 1.1251 7.3278 -0.9486
H -0.5101 6.3284 0.6071
H -0.6950 3.8524 0.7778
H -4.8382 0.1010 0.2325
H -7.1933 -0.5614 -0.1528
H -7.6920 -2.6898 -1.2965
H -5.8593 -4.1357 -2.0872
H -3.4892 -3.4297 -1.7235

Values from the calculation:
2S+1: 1


# 3
Molecular formula: C26H35FN3O4
Method: DFT, ωB97M-V/def2-TZVPD

Cartesian coordinates (Å):
C 5.5932 1.5775 1.1697
O 4.9930 0.3059 1.2351
C 4.0201 -0.0073 0.3528
C 3.5365 0.8419 -0.6287
C 2.5424 0.4085 -1.4994
C 1.9993 1.3425 -2.5424
N 0.7921 2.0987 -2.0566
C 1.1071 2.9381 -0.8758
C -0.1095 3.7299 -0.4121
C -1.3177 2.8261 -0.1319
C -1.0589 1.9006 1.0662
O 0.0673 1.4874 1.3078
N -2.1061 1.5722 1.8387
C -3.5157 1.7423 1.5476
C -4.2205 0.3842 1.7958
N -3.3059 -0.7066 1.5857
C -3.2570 -1.4839 0.4532
C -2.6493 -2.7488 0.4917
C -2.5891 -3.5641 -0.6199
C -3.1407 -3.1635 -1.8261
C -3.7499 -1.9245 -1.9012
C -3.7925 -1.1131 -0.7869
F -4.3559 0.1249 -0.9541
C -2.2442 -0.7511 2.5694
C -1.8800 0.6914 2.9714
C -1.5816 1.9915 -1.3913
C -0.3402 1.1927 -1.7552
C 2.0420 -0.8798 -1.3823
C 2.4974 -1.7458 -0.3916
O 1.9953 -3.0056 -0.2260
C 1.0866 -3.5177 -1.1709
C 3.5014 -1.3172 0.4922
O 4.0604 -2.0084 1.5050
C 3.8759 -3.4003 1.6578
H 6.3464 1.5837 1.9551
H 6.0805 1.7451 0.2038
H 4.8682 2.3754 1.3609
H 3.9468 1.8324 -0.7368
H 2.7557 2.0790 -2.8206
H 1.6993 0.7898 -3.4353
H 0.4893 2.7247 -2.8112
H 1.9199 3.6176 -1.1376
H 1.4245 2.2715 -0.0704
H 0.1676 4.2689 0.4939
H -0.3929 4.4687 -1.1669
H -2.1755 3.4654 0.0821
H -3.9425 2.5099 2.2026
H -3.6648 2.0437 0.5137
H -5.0930 0.2885 1.1539
H -4.5675 0.3287 2.8330
H -2.2454 -3.1043 1.4254
H -2.1232 -4.5339 -0.5370
H -3.1061 -3.8053 -2.6909
H -4.1938 -1.5672 -2.8172
H -1.3690 -1.2311 2.1279
H -2.5481 -1.3175 3.4588
H -2.4966 1.0424 3.8011
H -0.8296 0.7510 3.2553
H -2.4059 1.2993 -1.2379
H -1.8614 2.6539 -2.2156
H -0.5322 0.5665 -2.6287
H -0.0362 0.5616 -0.9175
H 1.2926 -1.2221 -2.0771
H 0.9101 -4.5480 -0.8673
H 1.5059 -3.5098 -2.1814
H 0.1351 -2.9744 -1.1583
H 4.1605 -3.9454 0.7558
H 4.5398 -3.6804 2.4747
H 2.8464 -3.6471 1.9223

Values from the calculation:
2S+1: 1
Structure (SMILES): COc1cc(C[N@H+]2CC[C@@H](C(=O)N3CCN(c4ccccc4F)CC3)CC2)cc(OC)c1OC
Energy relative to the best compared isomer or geometry (same formula, charge and spin) in kJ/mol: 0.0
Total charge: +1


# 4
Molecular formula: C26H35GaO2
Method: DFT, ωB97M-V/def2-TZVPD

Cartesian coordinates (Å):
O 0.2143 0.0494 -3.1474
C 1.2250 0.1718 -4.1703
C 0.4918 1.3112 -4.8723
H 1.2584 -0.7420 -4.7529
H 2.1782 0.4497 -3.7105
C -0.5908 1.0930 -3.7892
H 0.1572 1.0729 -5.8723
H 1.1114 2.2212 -4.8074
C -1.9372 0.4294 -4.0547
H -1.8150 -0.5581 -4.5397
H -2.5877 1.0567 -4.6904
H -2.4510 0.3023 -3.0617
C -0.7706 2.3198 -2.9255
H 0.1785 2.8630 -2.7974
H -1.1522 2.0357 -1.9191
H -1.4984 3.0082 -3.3925
Ga 0.5326 -1.2741 -1.0375
C 0.8868 1.7882 1.4710
C 1.3387 0.4915 1.3620
C 1.6437 0.1805 -0.0596
H 1.5051 -0.2130 2.1737
C 1.4516 1.4880 -0.7296
C 0.9563 2.4160 0.1797
H 0.7023 3.4569 -0.0043
H 0.5643 2.3125 2.3788
H 2.5313 -0.4271 -0.2949
H 1.7899 1.6789 -1.7418
C -1.8328 -0.6025 1.9196
C -2.1150 0.6543 1.2852
C -1.9785 0.4801 -0.0889
H -2.4018 1.5601 1.8101
C -1.5133 -0.8928 -0.3715
C -1.5873 -1.5509 0.9357
H -1.5015 -2.6259 1.0439
H -1.8376 -0.7612 2.9951
H -2.2806 1.1782 -0.8568
H -1.7838 -1.4004 -1.3012
O 0.4241 -1.4955 -6.2737
C -0.0183 -0.6503 -7.3820
C 0.4539 -1.2110 -8.7322
H 0.3899 0.3805 -7.3593
H -1.1109 -0.5544 -7.3024
C 1.4664 -2.3204 -8.3446
H 0.8811 -0.3920 -9.3235
H -0.4044 -1.5946 -9.2837
C 1.2865 -2.5198 -6.8175
H 2.4845 -1.9971 -8.5599
H 1.3236 -3.2629 -8.8734
H 2.2422 -2.4439 -6.2726
H 0.8633 -3.5024 -6.5797
C 1.1717 -3.1088 -0.4290
C 1.7648 -3.0516 0.9622
C 3.1525 -2.8537 1.0967
C 3.7563 -2.9015 2.3454
C 2.9886 -3.0322 3.5088
C 1.5957 -3.1535 3.3837
C 0.9893 -3.1750 2.1321
H 1.9487 -3.3387 -1.1783
H 0.4349 -3.9185 -0.5442
H 3.7486 -2.6495 0.1983
H 4.8398 -2.8027 2.4116
H 3.4658 -3.0331 4.4847
H 0.9800 -3.2027 4.2819
H -0.0982 -3.2454 2.0525

Values from the calculation:
2S+1: 1
Energy relative to the best compared isomer or geometry (same formula, charge and spin) in kJ/mol: 0.0


no.,HOMO-LUMO gap (eV),maximum force (eV/A),energy (eV)
1,9.00,1.140,-61415.5747
2,6.37,2.366,-72512.5495
3,7.83,0.958,-42901.2558
4,6.66,3.675,-83995.6067